No. 1
16
Properties=species:S:1:pos:R:3:lowdin_charge:R:1 method="wB97M-V/def2-TZVPD" total_charge=0 lumo_ev="-3.049 / -3.050" spin_multiplicity=1 e_homo_ev="-7.90 / -7.90"
C -1.843 -0.805 0.531 -0.042
C -2.683 -0.167 -0.380 -0.047
C -0.523 -0.285 0.805 -0.019
C -2.315 1.121 -0.916 -0.053
C -0.203 0.954 0.265 -0.158
C -1.105 1.443 -0.537 0.132
O 4.318 -0.740 -0.560 -0.415
F 2.201 -1.406 0.318 -0.427
P 2.800 -0.284 -0.803 0.385
S 2.800 1.355 0.451 0.192
H -2.149 -1.689 1.034 0.099
H -3.767 -0.382 -0.417 0.123
H 0.247 -0.929 1.284 0.116
H -2.884 1.857 -1.514 0.135
H 0.762 1.383 0.289 -0.090
H 4.342 -1.425 0.152 0.068

***

No. 2
16
Properties=species:S:1:pos:R:3:lowdin_charge:R:1 method="wB97M-V/def2-TZVPD" total_charge=0 lumo_ev=-0.659 spin_multiplicity=1 e_homo_ev=-8.95 smiles="N#Cc1cccs1.C=S.I"
N 2.697 1.462 -1.091 0.130
C 1.635 1.647 -0.697 -0.271
C 0.367 1.586 -0.095 -0.553
C 0.045 1.436 1.254 -0.090
C -1.345 1.322 1.400 -0.198
C -2.015 1.617 0.272 -0.417
S -1.005 1.858 -1.094 1.051
H 0.671 1.326 2.143 0.127
H -1.761 0.954 2.342 0.117
H -3.070 1.404 -0.022 0.083
C -1.426 -3.633 -0.930 -0.568
S -0.385 -2.499 -1.412 0.609
H -1.787 -3.599 0.026 -0.051
H -2.184 -4.040 -1.656 0.023
I 4.560 -0.947 0.322 0.379
H 5.002 0.108 -0.763 -0.370

***

Energy relative to the best compared isomer or geometry (same formula, charge and spin) values (in eV) by entry order: 3.833; 0.667.
E values (in Ha) by entry order: -1146.7450; -1380.9584.
Largest force on an atom values (in eV Å⁻¹) by entry order: 3.6; 3.9.